Formula: C3H2O2Zn
Source: OMol25
Level of theory: ωB97M-V/def2-TZVPD

Geometry (Å):
O (0.08, -0.05, -1.07)
O (0.25, 0.98, 0.78)
C (0.65, 1.17, -1.36)
C (0.73, 1.83, -0.19)
C (-0.07, -0.16, 0.23)
H (1.26, 2.72, 0.13)
Zn (-0.84, -1.86, 1.20)
H (0.33, 1.70, -2.27)

Calculated values
Max |F|: 2.8 eV Å⁻¹
Energy above the lowest of the compared OMol25 structures with the same formula, charge and spin: 0.000 eV
Net charge: +2
Frontier orbital gap: 6.5 eV

For reference, the Löwdin charges in units of e are: O 0.095; O 0.103; C 0.056; C 0.078; C -0.218; H 0.183; Zn 1.505; H 0.198